Computed, not measured: a structure of composition C25H43F3P2Pt, with wB97M-V/def2-TZVPD.

Positions of all 74 atoms, in Å:
Pt -0.267 -1.994 -0.411
C 2.340 1.910 -2.993
C 1.143 2.679 -3.071
C 2.336 3.405 -1.246
C 3.083 2.372 -1.875
C 1.127 3.585 -1.982
C 2.765 0.810 -3.882
H 1.929 0.437 -4.485
H 3.176 -0.024 -3.292
H 3.552 1.129 -4.580
C 4.437 1.913 -1.498
H 4.502 0.813 -1.485
H 4.721 2.291 -0.508
H 5.186 2.270 -2.219
C 2.768 4.141 -0.040
H 3.699 4.691 -0.241
H 2.972 3.458 0.801
H 2.007 4.861 0.285
C 0.062 4.554 -1.663
H 0.309 5.560 -2.041
H -0.085 4.637 -0.579
H -0.900 4.260 -2.103
C 0.115 2.540 -4.129
H 0.436 3.044 -5.055
H -0.835 2.982 -3.817
H -0.069 1.485 -4.373
C -1.258 -3.738 1.249
C -0.906 -3.875 -0.260
C -2.062 -4.121 -1.261
C -2.759 -2.835 -1.762
C -2.177 -1.557 -1.160
C -2.227 -1.331 0.258
C -3.215 -2.175 1.078
C -2.741 -3.570 1.511
H -2.814 -4.820 -0.879
H -3.843 -2.849 -1.579
H -1.594 -4.592 -2.129
H -3.278 -4.349 0.957
H -0.884 -4.619 1.791
H -0.135 -4.657 -0.393
H -2.978 -3.737 2.574
H -3.532 -1.605 1.965
H -2.126 -0.286 0.609
H -4.122 -2.313 0.476
H -2.622 -2.768 -2.852
H -2.231 -0.650 -1.771
P -0.317 -2.355 2.269
P -0.708 1.425 2.464
C -1.139 -1.299 3.616
C -1.619 0.161 3.446
H -0.402 -1.343 4.436
H -2.007 -1.914 3.924
H -2.657 0.144 3.073
H -1.650 0.618 4.447
C 0.697 1.994 3.499
H 1.333 2.638 2.877
H 1.314 1.125 3.790
H 0.351 2.546 4.379
C -1.954 2.752 2.497
H -2.439 2.770 3.487
H -2.694 2.518 1.718
H -1.498 3.718 2.235
C 0.735 -3.407 3.322
H 1.581 -3.814 2.741
H 0.110 -4.246 3.698
H 1.110 -2.836 4.188
C 0.158 -1.059 -2.201
H 0.034 0.025 -1.970
H -0.572 -1.346 -2.971
H 1.184 -1.278 -2.523
F 2.560 -2.333 0.067
C 1.618 -1.349 0.290
F 1.784 -0.992 1.630
F 2.080 -0.222 -0.371

Output
multiplicity: 5
E_tot: -56578.1143 eV
net charge: +2
⟨S²⟩: 6.026

Here are the Löwdin charges for atoms 1 to 5, given in e: Pt 1.241; C -0.131; C -0.124; C -0.113; C -0.131

Computed, not measured: a structure of composition C18H20BaN2S6, with wB97M-V/def2-TZVPD.

Positions of all 47 atoms, in Å:
Ba 0.162 -0.529 -0.093
C -2.512 1.460 0.536
C -1.538 2.524 0.968
C -2.001 3.769 1.453
C -1.084 4.702 1.833
C 0.297 4.423 1.743
C 1.272 5.367 2.143
C 2.593 5.023 2.040
C 2.985 3.771 1.544
C 2.082 2.801 1.121
S 2.623 1.291 0.483
C 0.680 3.153 1.241
N -0.261 2.242 0.871
H -3.539 1.824 0.551
H -2.459 0.594 1.202
H -2.294 1.128 -0.484
H -3.065 3.958 1.510
H -1.395 5.671 2.211
H 0.955 6.331 2.523
H 3.361 5.726 2.345
H 4.039 3.537 1.475
C 0.384 -1.720 -4.595
C 1.007 -1.161 -3.291
C 2.094 -2.180 -2.843
C 1.749 0.145 -3.672
N 0.060 -0.955 -2.244
H 1.127 -1.890 -5.388
H -0.370 -1.014 -4.957
H -0.125 -2.662 -4.373
H 2.783 -2.478 -3.648
H 1.598 -3.074 -2.458
H 2.703 -1.747 -2.041
H 2.478 0.006 -4.487
H 2.275 0.544 -2.800
H 1.011 0.889 -3.982
C -0.981 -4.006 -0.314
S -2.158 -3.024 0.650
C -2.100 -3.848 2.191
C -1.091 -3.733 3.113
S 0.351 -2.829 3.036
S -1.381 -4.706 4.552
C -2.901 -5.402 4.140
S -3.748 -6.443 5.133
S -3.430 -4.906 2.596
H -0.947 -3.589 -1.324
H -1.296 -5.048 -0.341
H 0.011 -3.936 0.134

Output
E_tot: -87677.1737 eV
net charge: -2

Here are the Löwdin charges for atoms 1 to 5, given in e: Ba 1.213; C -0.077; C -0.344; C -0.038; C -0.034

Computed, not measured: a cluster of 2 separate species, C3H8N2OS in total, with wB97M-V/def2-TZVPD.

Positions of all 15 atoms, in Å:
C -2.721 -0.717 -0.097
C 0.436 0.563 -0.069
C 1.322 1.737 -0.052
H -2.793 -1.891 -0.013
H -3.011 -0.109 0.712
H -3.446 -0.432 -0.915
H 2.690 1.342 -0.506
H 1.468 1.677 1.206
H 0.856 2.769 -0.616
H 0.371 -1.351 -0.551
H 3.078 -1.875 1.166
N -0.857 0.541 -0.090
N 1.110 -0.615 0.094
O -1.312 -0.725 -0.060
S 2.809 -0.913 -0.208

Output
E_tot: -19096.1983 eV
net charge: 0

Here are the Löwdin charges for atoms 1 to 5, given in e: C -0.101; C -0.626; C -0.111; H 0.128; H 0.054

Computed, not measured: a cluster of 2 separate species, C4H12 in total, with wB97M-V/def2-TZVPD.

Positions of all 16 atoms, in Å:
C 1.857 -0.247 1.354
C 1.385 -1.376 0.437
H 2.940 -0.298 1.458
H 1.540 0.744 1.032
H 1.488 -0.418 2.367
H 0.401 -1.743 0.755
H 1.245 -0.986 -0.564
H 2.109 -2.195 0.394
C -2.034 0.607 -0.284
C -1.210 1.015 -1.516
H -1.550 -0.279 0.122
H -2.018 1.428 0.448
H -3.087 0.389 -0.459
H -1.444 1.992 -1.931
H -0.177 1.058 -1.164
H -1.248 0.217 -2.263

Output
E_tot: -4342.3588 eV
net charge: 0
SMILES: CC.CC

Here are the Löwdin charges for atoms 1 to 5, given in e: C -0.168; C -0.172; H 0.058; H 0.055; H 0.060

Computed, not measured: an isolated molecule of C5H8FIO4, with wB97M-V/def2-TZVPD.

Positions of all 19 atoms, in Å:
O -0.482 2.348 -0.092
C 0.085 1.121 -0.320
C -0.253 0.018 0.699
O -1.679 -0.207 0.716
C -2.044 -1.318 -0.010
F -2.712 -1.035 -1.121
I -3.375 -2.442 1.250
C -0.518 -2.230 -0.434
O -0.452 -2.345 -1.790
C 0.455 -1.256 0.245
O 1.044 -1.743 1.364
H 0.183 3.089 0.096
H -0.177 0.657 -1.275
H 1.219 1.145 -0.421
H -0.107 0.210 1.786
H -0.430 -3.166 0.062
H -0.348 -1.458 -2.183
H 1.086 -0.845 -0.470
H 1.745 -2.315 1.072

Output
E_tot: -24320.4919 eV
net charge: 0
SMILES: OC[C@H]1O[C@](F)(I)[C@@H](O)[C@@H]1O

Here are the Löwdin charges for atoms 1 to 5, given in e: O -0.026; C -0.241; C -0.208; O -0.109; C -0.858

Computed, not measured: a structure of composition C16H8Cl10ORhS, with wB97M-V/def2-TZVPD.

Positions of all 37 atoms, in Å:
Rh 0.106 1.534 -0.836
Cl 2.740 1.850 -0.615
C 2.110 1.475 0.979
C 0.739 1.318 1.013
C 0.134 1.040 2.226
Cl -1.570 0.850 2.342
C 0.926 0.904 3.375
Cl 0.189 0.550 4.877
C 2.315 1.054 3.306
Cl 3.274 0.883 4.711
C 2.927 1.349 2.087
Cl 4.620 1.549 1.946
Cl -2.702 -0.953 -0.667
C -2.937 0.752 -0.734
C -1.853 1.608 -0.753
C -2.105 2.957 -0.788
Cl -0.569 3.855 -0.728
C -3.348 3.545 -0.803
Cl -3.519 5.243 -0.833
C -4.439 2.669 -0.791
Cl -6.023 3.309 -0.820
C -4.232 1.283 -0.755
Cl -5.583 0.232 -0.734
O 0.416 -0.362 -1.304
S 0.642 -1.542 -0.312
C -0.044 -2.952 -1.225
C 1.097 -3.945 -1.418
C 2.341 -3.105 -1.695
C 2.362 -2.041 -0.603
H -0.370 -2.510 -2.169
H -0.906 -3.335 -0.685
H 0.864 -4.628 -2.233
H 1.239 -4.545 -0.517
H 2.273 -2.636 -2.678
H 3.253 -3.698 -1.669
H 2.900 -1.125 -0.843
H 2.733 -2.431 0.347

Output
E_tot: -157829.6948 eV
net charge: +1

Here are the Löwdin charges for atoms 1 to 5, given in e: Rh 0.823; Cl 0.743; C -0.670; C -0.344; C -0.674

Computed, not measured: a structure of composition C5H6O2, with wB97M-V/def2-TZVPD.

Positions of all 13 atoms, in Å:
O 1.969 -1.557 -0.586
C 1.589 -0.405 -0.517
C 0.187 -0.022 -0.296
C -0.734 -0.928 1.282
C -0.862 -1.036 -0.133
C -0.243 1.371 -0.136
O -1.404 1.567 0.376
H 2.286 0.450 -0.653
H -1.007 -0.083 1.896
H 0.538 1.527 0.684
H -1.812 -0.620 -0.523
H -0.627 -2.039 -0.446
H 0.108 2.090 -0.898

Output
E_tot: -9369.3688 eV
net charge: 0

Here are the Löwdin charges for atoms 1 to 5, given in e: O 0.037; C -0.242; C -0.222; C 0.281; C -0.245

Ordered F_max results: 4.25; 0.96; 6.00; 0.89; 4.50; 0.36; 2.42; unit eV Å⁻¹.
Ordered relative energy (zero: lowest compared OMol25 entry of this formula, charge and spin) results: 151.2; 0.0; 801.2; 16.4; 0.0; 0.0; 745.5; unit kJ/mol.